*i*
Computed, not measured: C20H27N3O3S in the gas phase, with ωB97M-V/def2-TZVPD.

The geometry in XYZ format:
```
54
Properties=species:S:1:pos:R:3:mulliken_charge:R:1
C 4.54325 2.29992 0.08093 -1.75
C 3.05532 2.21523 -0.06401 1.23
C 2.45996 2.29613 -1.31826 -0.74
C 1.08839 2.22543 -1.45844 -0.28
C 0.28117 2.07493 -0.33182 0.03
C 0.86814 1.99717 0.93139 -0.55
C 2.24012 2.06726 1.05432 -0.77
H 2.69162 1.99772 2.03343 0.37
H 0.23206 1.84546 1.78786 0.46
C -1.15249 1.94130 -0.45451 0.40
N -2.01454 1.95596 0.51882 -0.48
C -3.22802 1.71606 -0.05971 0.99
C -3.04983 1.55595 -1.40838 0.64
O -1.72753 1.71281 -1.65943 -0.38
C -3.98720 1.27351 -2.52292 -1.63
H -4.63942 2.12842 -2.70358 0.33
H -3.42077 1.06470 -3.42609 0.35
H -4.60449 0.41239 -2.27559 0.33
C -4.45530 1.59487 0.74194 -1.36
H -5.32470 1.97511 0.20724 0.44
H -4.34834 2.08737 1.70401 0.50
S -4.86151 -0.19447 1.09998 0.32
O -4.66344 -0.91008 -0.17441 -0.63
C -3.40659 -0.60961 2.16382 -1.00
C -2.02213 -0.70479 1.52221 0.44
O -1.04148 -0.31696 2.11986 -0.61
N -2.01145 -1.33442 0.33644 0.15
C -0.80528 -1.48773 -0.45312 -0.14
H -0.38177 -0.50367 -0.67611 -0.49
H -1.07259 -1.97351 -1.39191 0.39
C 0.24896 -2.33226 0.27020 -0.52
N 1.37626 -2.58729 -0.61504 -0.04
C 2.24169 -3.65807 -0.14650 -0.85
C 3.20622 -3.03392 0.88308 -0.64
H 4.18282 -3.51367 0.85300 0.36
H 2.80447 -3.14298 1.89014 0.29
C 3.26545 -1.55475 0.47262 -0.39
H 4.26817 -1.24571 0.18349 0.46
H 2.93123 -0.90710 1.28205 0.08
C 2.29029 -1.45844 -0.72084 0.35
H 1.75596 -0.51209 -0.74162 -0.75
H 2.83624 -1.56832 -1.66239 0.35
H 1.66087 -4.48523 0.25934 0.42
H 2.80563 -4.02179 -1.01087 0.38
H 0.53670 -1.81921 1.19646 0.39
H -0.20323 -3.29275 0.53104 0.36
H -2.90515 -1.48284 -0.12511 0.34
H -3.64999 -1.58848 2.58289 0.45
H -3.37646 0.12089 2.96925 0.43
H 0.63456 2.27904 -2.43693 0.48
H 3.08073 2.40835 -2.19570 0.37
H 5.04235 1.91283 -0.80440 0.38
H 4.87959 1.74146 0.95121 0.38
H 4.84549 3.33985 0.21069 0.37
```

As for the LUMO energy: 0.6087 eV. Its spin multiplicity is 1. As for the HOMO-LUMO gap: 8.64 eV. The HOMO energy comes out at -0.2953 Eh.

---

*ii*
Computed, not measured: C20H27N3O3S in the gas phase, with ωB97M-V/def2-TZVPD.

The geometry in XYZ format:
```
54
Properties=species:S:1:pos:R:3:mulliken_charge:R:1
C 1.43934 3.31527 2.03700 -1.15
C 1.66263 1.84527 1.68727 -0.78
N 2.35581 1.69392 0.42760 0.45
C 3.80279 1.65589 0.47820 -1.33
C 4.33377 0.30140 0.97094 -0.93
N 3.80257 -0.79377 0.20124 0.30
C 4.01706 -2.10102 0.79015 -0.73
C 3.56558 -3.04129 -0.32068 -0.62
C 4.05727 -2.33880 -1.59399 -0.59
C 4.30468 -0.88430 -1.16348 -0.60
C 1.76626 1.62979 -0.78158 0.58
O 2.39947 1.58381 -1.82791 -0.73
C 0.28270 1.59768 -0.86558 0.69
C -0.40951 1.03657 -1.97177 -0.62
C -1.72436 1.26811 -1.68668 0.23
C -2.98183 0.94735 -2.43393 -0.68
O -4.08255 0.69311 -1.60145 -0.48
C -4.04099 -0.37152 -0.74682 0.47
C -3.01961 -1.29916 -0.65274 -0.45
C -3.11168 -2.33909 0.26333 -0.92
C -4.21898 -2.45280 1.07839 -0.76
C -5.25067 -1.52996 0.98810 -0.18
C -5.17001 -0.48907 0.08177 0.69
S -6.38848 0.76088 -0.15868 0.07
C -7.66476 0.32541 1.06172 -0.97
O -1.81111 1.91867 -0.51665 -0.24
N -0.57438 2.11365 -0.01800 -0.44
H 2.38237 3.85668 2.05530 0.35
H 0.78284 3.76951 1.30160 0.30
H 0.97341 3.39387 3.01500 0.36
H 0.69765 1.34098 1.63775 0.61
H 2.26679 1.36625 2.46073 0.30
H 4.16402 2.44475 1.14408 0.36
H 4.16583 1.84766 -0.53277 0.53
H 5.44075 0.33987 0.94066 0.47
H 4.03586 0.14590 2.01237 0.44
H 5.08050 -2.27596 1.03669 0.34
H 3.42740 -2.20567 1.70346 0.40
H 2.47778 -3.10196 -0.31991 0.23
H 3.97231 -4.04471 -0.20889 0.37
H 4.97980 -2.79159 -1.95693 0.31
H 3.31792 -2.39999 -2.39010 0.28
H 5.38288 -0.65153 -1.20187 0.28
H 3.77581 -0.16892 -1.79376 0.24
H 0.02579 0.55120 -2.81821 0.46
H -2.78729 0.10727 -3.11571 0.34
H -3.28505 1.81697 -3.02846 0.33
H -2.14600 -1.22573 -1.28160 0.37
H -2.30793 -3.05609 0.33106 0.39
H -4.29030 -3.25970 1.79165 0.36
H -6.10904 -1.63341 1.63146 0.33
H -8.43732 1.08012 0.95487 0.36
H -7.25118 0.36296 2.06501 0.31
H -8.07656 -0.65478 0.84073 0.31
```

As for the LUMO energy: 0.6887 eV. Its spin multiplicity is 1. As for the HOMO-LUMO gap: 8.60 eV. As for the SMILES: CCN(CCN1CCCC1)C(=O)c1cc(COc2ccccc2SC)on1. The HOMO energy comes out at -0.2907 Eh.

---

Question: of the structures shown, which is the most stable? Reply: *i*.